The following is a quantum chemistry calculation of a 3-piece molecular cluster, C9H6Br2NO2S overall at a distorted geometry, from the OMol25 dataset.

Each line ends with the Mulliken charge.
Atoms and positions in Å:
C (-1.13, -2.26, -0.47)  -0.4175
C (0.18, -2.52, -0.04)  -0.7488
C (-1.58, -0.94, -0.52)  -0.5248
C (0.53, -0.08, 0.23)  0.6240
C (0.99, -1.47, 0.28)  0.2016
C (-0.79, 0.09, -0.11)  0.2226
C (-4.60, 1.26, -0.12)  0.8086
C (1.61, 0.84, 0.49)  0.6136
C (1.78, 2.13, 0.18)  -1.1398
N (2.79, -0.02, 0.91)  -0.1427
O (-4.69, 0.74, 0.91)  -0.4034
O (-4.62, 1.70, -1.20)  -0.4101
S (2.71, -1.58, 0.51)  -0.0849
Br (-1.75, 1.81, -0.14)  -0.2200
Br (5.32, 1.65, -0.35)  -0.8550
H (-1.79, -3.06, -0.77)  0.3697
H (0.63, -3.41, -0.28)  0.3841
H (-2.64, -0.78, -0.54)  0.1732
H (0.93, 2.58, -0.33)  0.1806
H (2.51, 2.70, 0.69)  0.3562
H (3.61, 0.63, 0.66)  0.0125

The HOMO energy comes out at -4.03 eV. For the HOMO-LUMO gap, the calculation gives 6.3 eV. The charge is -1.

---

The following is a quantum chemistry calculation of an isolated ion of composition C4H8BrN2 and charge +1 at a distorted geometry, from the OMol25 dataset.

Each line ends with the Mulliken charge.
Atoms and positions in Å:
C (0.38, -1.06, -0.12)  0.1646
C (-0.67, 1.33, -0.13)  -0.4628
C (0.85, 1.28, 0.00)  -0.5685
C (-1.32, 0.28, 0.67)  -0.3101
N (1.25, -0.11, -0.29)  -0.1353
N (0.40, -2.36, -0.18)  -0.3186
Br (-3.03, -0.29, 0.28)  0.0419
H (-1.20, 2.31, 0.05)  0.3994
H (-0.88, 1.10, -1.17)  0.3533
H (1.11, 1.92, -0.77)  0.4031
H (1.23, 1.58, 0.94)  0.3093
H (-1.15, 0.00, 1.74)  0.3733
H (2.13, -0.08, -0.77)  0.2488
H (-0.36, -2.96, 0.13)  0.2526
H (1.26, -2.92, -0.39)  0.2491

The HOMO energy comes out at -13.66 eV. For the HOMO-LUMO gap, the calculation gives 9.3 eV. The charge is +1.

---

The following is a quantum chemistry calculation of C22H18N4O3SSr as an isolated structure at a distorted geometry, from the OMol25 dataset.

Each line ends with the Mulliken charge.
Atoms and positions in Å:
Sr (-0.94, 1.11, -0.42)  2.6636
C (-0.57, 3.63, 3.58)  -0.7202
O (0.47, 2.68, 3.83)  -0.5046
C (0.08, 1.37, 3.87)  0.2088
C (0.39, 0.63, 4.99)  -0.4480
C (0.06, -0.72, 5.08)  -0.7024
C (-0.56, -1.32, 4.00)  -0.8252
C (-0.85, -0.60, 2.83)  0.8495
C (-1.39, -1.38, 1.70)  -0.7720
N (-1.47, -0.98, 0.50)  -0.0420
N (-1.94, -1.94, -0.43)  -0.9064
C (-1.91, -1.51, -1.66)  0.6425
O (-1.53, -0.32, -2.07)  -1.3163
C (-2.35, -2.49, -2.70)  0.5118
C (-2.91, -2.02, -3.88)  -0.2934
C (-3.33, -2.91, -4.86)  -0.5682
C (-3.17, -4.28, -4.67)  -0.3351
C (-2.59, -4.75, -3.50)  -0.6473
C (-2.18, -3.86, -2.51)  -0.3331
C (-0.54, 0.78, 2.75)  0.7912
O (-0.77, 1.49, 1.66)  -1.2738
H (-0.67, 3.84, 2.52)  0.1536
H (-0.31, 4.54, 4.12)  0.2859
H (-1.53, 3.26, 3.95)  0.3470
H (0.88, 1.14, 5.81)  0.4243
H (0.29, -1.29, 5.97)  0.3812
H (-0.82, -2.37, 4.03)  0.3295
H (-1.69, -2.41, 1.91)  0.3474
H (-3.01, -0.95, -4.02)  0.3245
H (-3.78, -2.54, -5.77)  0.3790
H (-3.49, -4.98, -5.43)  0.3746
H (-2.46, -5.82, -3.35)  0.3729
H (-1.75, -4.21, -1.59)  0.4182
N (1.20, -0.56, -3.00)  -0.2900
C (1.91, 0.34, -2.29)  0.5127
N (1.42, 1.03, -1.29)  -0.5262
C (2.41, 1.88, -0.76)  -0.2820
C (2.24, 2.72, 0.35)  0.3007
C (3.31, 3.49, 0.76)  -0.8065
C (4.54, 3.44, 0.11)  -0.4327
C (4.72, 2.60, -0.98)  -0.5543
C (3.65, 1.82, -1.39)  0.8161
S (3.58, 0.67, -2.70)  -0.3183
H (0.20, -0.66, -2.81)  0.2360
H (1.62, -1.05, -3.76)  0.1602
H (1.31, 2.72, 0.91)  -0.1100
H (3.19, 4.13, 1.63)  0.4254
H (5.36, 4.06, 0.45)  0.3774
H (5.68, 2.54, -1.48)  0.3740

The HOMO energy comes out at -7.45 eV. For the HOMO-LUMO gap, the calculation gives 7.3 eV.

---

The following is a quantum chemistry calculation of C2H4LiO2Pt as an isolated structure at a distorted geometry, from the OMol25 dataset.

Each line ends with the Mulliken spin population.
Atoms and positions in Å:
O (-1.50, -2.38, -0.48)  0.0010
C (1.27, 0.65, -0.62)  0.1642
C (0.67, 0.92, 0.55)  -0.0441
O (-0.64, 0.81, 0.77)  0.3435
H (-1.29, -3.09, -1.08)  0.0001
H (0.69, 0.44, -1.53)  0.0043
H (2.36, 0.71, -0.71)  0.0033
H (1.29, 1.24, 1.40)  0.0109
Pt (-1.58, 1.36, 2.00)  2.5172
Li (-1.28, -0.66, -0.30)  -0.0004

The HOMO energy (alpha / beta) comes out at -7.73 / -8.18 eV. For the HOMO-LUMO gap (alpha / beta), the calculation gives 7.7 / 5.2 eV. Its spin multiplicity is 4.

---

The following is a quantum chemistry calculation of C24H20ClN2O7OsPS2 as an isolated structure, from the OMol25 dataset.

Each line ends with the Mulliken spin population.
Atoms and positions in Å:
Os (-0.68, -0.04, -1.14)  2.5594
O (2.43, 0.80, 0.95)  0.0032
Cl (1.23, 1.29, 0.43)  0.0062
O (0.86, 2.58, 0.89)  0.0070
O (0.08, 0.31, 0.77)  0.0445
O (1.19, 1.23, -1.05)  0.0289
O (-2.20, 2.78, -2.01)  0.0123
S (-2.78, -0.40, -3.14)  0.0129
O (-3.22, -0.12, -1.73)  0.0885
O (-1.21, -0.09, -3.04)  0.0715
C (-2.75, -2.18, -3.21)  0.0287
C (-3.22, -2.79, -4.35)  -0.0009
C (-3.22, -4.18, -4.42)  0.0008
C (-2.75, -4.93, -3.36)  0.0003
C (-2.27, -4.30, -2.21)  0.0018
C (-2.27, -2.91, -2.12)  -0.0298
P (-1.61, -2.12, -0.64)  0.0602
C (-2.86, -2.04, 0.64)  0.0086
C (-4.17, -2.43, 0.40)  0.0083
C (-5.11, -2.34, 1.41)  0.0010
C (-4.75, -1.86, 2.66)  0.0009
C (-3.45, -1.46, 2.90)  -0.0017
C (-2.49, -1.55, 1.90)  -0.0073
C (-0.26, -3.16, -0.07)  -0.0315
C (0.93, -3.13, -0.81)  0.0383
C (2.00, -3.92, -0.42)  0.0210
C (1.89, -4.73, 0.70)  0.0015
C (0.71, -4.76, 1.43)  0.0054
C (-0.36, -3.98, 1.05)  0.0022
H (-3.58, -2.20, -5.18)  -0.0006
H (-3.59, -4.67, -5.31)  0.0001
H (-2.75, -6.01, -3.41)  0.0001
H (-1.88, -4.90, -1.39)  0.0013
H (-4.45, -2.80, -0.58)  -0.0001
H (-6.13, -2.66, 1.22)  -0.0001
H (-5.49, -1.80, 3.44)  0.0001
H (-3.16, -1.10, 3.88)  0.0000
H (-1.47, -1.25, 2.10)  -0.0014
H (1.01, -2.52, -1.70)  -0.0196
H (2.92, -3.90, -0.99)  0.0008
H (2.73, -5.35, 1.00)  0.0003
H (0.63, -5.41, 2.30)  0.0004
H (-1.28, -4.01, 1.63)  -0.0011
N (-2.43, 5.96, 2.38)  -0.0025
C (-2.44, 5.90, 1.08)  -0.0169
S (-2.80, 7.16, 0.03)  0.9705
C (-2.20, 4.62, 0.37)  -0.0305
C (-2.88, 3.41, 0.81)  -0.0305
C (-2.58, 2.24, 0.27)  0.0207
N (-1.68, 2.11, -0.83)  0.0777
C (-1.08, 3.33, -1.36)  0.0106
C (-1.29, 4.59, -0.62)  0.0684
H (-2.65, 6.81, 2.89)  0.0039
H (-2.16, 5.15, 2.93)  -0.0028
H (-3.60, 3.46, 1.62)  0.0008
H (-2.99, 1.29, 0.61)  0.0048
H (-0.13, 3.20, -1.87)  0.0058
H (-0.67, 5.44, -0.87)  -0.0024

The HOMO energy (alpha / beta) comes out at -14.02 / -14.18 eV. For the HOMO-LUMO gap (alpha / beta), the calculation gives 6.8 / 4.6 eV. Its spin multiplicity is 5. The charge is +2.

---

The following is a quantum chemistry calculation of one molecule with the formula C14H17ClN4O3S2 at a distorted geometry, from the OMol25 dataset.

Each line ends with the Mulliken charge.
Atoms and positions in Å:
C (-4.67, -0.04, 0.95)  -1.5607
H (-4.87, 0.20, -0.09)  0.3237
H (-4.91, -1.08, 1.12)  0.4131
H (-5.32, 0.58, 1.56)  0.4011
C (-3.21, 0.23, 1.29)  0.6144
C (-2.29, -0.73, 0.54)  -1.1124
H (-1.25, -0.56, 0.78)  -0.0027
H (-2.53, -1.76, 0.80)  0.5254
H (-2.42, -0.63, -0.54)  0.2237
C (-2.83, 1.70, 1.02)  -0.6745
C (-2.86, 2.01, -0.45)  0.3728
O (-3.86, 2.21, -1.08)  -0.6217
N (-1.65, 2.06, -1.15)  -0.0371
C (-0.34, 1.92, -0.84)  0.5036
N (0.55, 1.95, -1.80)  -0.7605
N (1.79, 1.81, -1.38)  -0.0814
C (1.90, 1.69, -0.10)  0.3169
S (0.39, 1.70, 0.75)  -0.1911
S (3.40, 1.20, 0.75)  1.1812
O (2.99, 0.90, 2.09)  -0.6349
O (4.44, 2.14, 0.54)  -0.6830
N (3.76, -0.21, -0.08)  -0.0165
C (2.69, -1.12, -0.15)  -0.1843
C (2.12, -1.53, -1.36)  0.1068
C (1.06, -2.42, -1.37)  -0.9236
C (0.55, -2.90, -0.18)  0.4194
C (1.10, -2.50, 1.03)  -0.7519
C (2.16, -1.63, 1.04)  -0.2084
H (2.60, -1.31, 1.98)  0.4760
H (0.70, -2.89, 1.95)  0.4292
Cl (-0.78, -4.00, -0.21)  -0.1996
H (0.63, -2.72, -2.31)  0.4220
H (2.50, -1.15, -2.29)  0.3997
C (4.54, 0.03, -1.28)  -1.0817
H (3.97, 0.57, -2.04)  0.3903
H (5.38, 0.64, -0.98)  0.3373
H (4.89, -0.92, -1.67)  0.4402
H (-1.79, 2.24, -2.14)  0.2618
H (-3.59, 2.34, 1.49)  0.4646
H (-1.86, 1.93, 1.46)  0.3031
H (-3.06, 0.06, 2.37)  0.3996

The HOMO energy comes out at -9.03 eV. For the HOMO-LUMO gap, the calculation gives 8.8 eV. As for the SMILES: CC(C)CC(=O)Nc1nnc(S(=O)(=O)N(C)c2ccc(Cl)cc2)s1.

---

The following is a quantum chemistry calculation of a 2-piece molecular cluster, C3H4O2 overall at a distorted geometry, from the OMol25 dataset.

Each line ends with the Mulliken charge.
Atoms and positions in Å:
C (0.40, 0.63, -0.09)  -0.3732
C (-0.83, 0.17, 0.06)  0.0567
C (1.51, -0.33, 0.01)  -0.0727
O (2.64, 0.09, 0.02)  -0.4827
O (-2.07, 0.70, 0.04)  -0.3730
H (0.71, 1.61, 0.09)  0.3859
H (-1.15, -1.51, -0.14)  0.0964
H (1.37, -1.32, 0.33)  0.3905
H (-2.56, -0.03, -0.32)  0.3722

The HOMO energy comes out at -9.92 eV. For the HOMO-LUMO gap, the calculation gives 9.8 eV.

---

The following is a quantum chemistry calculation of an isolated ion of composition C8H14N3O and charge +1 at a distorted geometry, from the OMol25 dataset.

Each line ends with the Mulliken spin population.
Atoms and positions in Å:
C (-1.78, 1.60, 0.81)  -0.0284
C (-2.37, 0.64, -0.07)  0.5597
C (0.74, -0.67, -0.66)  0.0334
C (-0.25, 1.39, 1.09)  0.2281
C (1.69, -1.82, -0.25)  -0.0037
C (2.92, -1.26, 0.55)  0.0115
C (2.58, 0.26, 0.66)  0.0049
C (-3.56, -0.74, -1.84)  -0.0062
N (-3.11, 0.02, -0.75)  0.2015
N (1.40, 0.48, -0.22)  0.4586
N (0.65, 1.69, -0.06)  0.3325
O (-0.33, -0.76, -1.15)  0.0936
H (-2.40, 1.53, 1.65)  0.0197
H (0.00, 1.99, 1.87)  0.0037
H (-0.05, 0.30, 1.30)  0.0088
H (1.12, -2.58, 0.41)  -0.0014
H (1.94, -2.37, -1.14)  0.0052
H (2.95, -1.73, 1.54)  0.0023
H (3.89, -1.42, -0.03)  0.0004
H (2.22, 0.59, 1.63)  0.0123
H (3.43, 0.81, 0.29)  0.0222
H (-4.68, -0.78, -1.60)  0.0319
H (-3.13, -0.33, -2.71)  -0.0133
H (-3.23, -1.81, -1.74)  0.0190
H (-1.92, 2.55, 0.28)  0.0077
H (1.28, 2.45, 0.12)  -0.0042

The HOMO energy (alpha / beta) comes out at -7.57 / -13.40 eV. For the HOMO-LUMO gap (alpha / beta), the calculation gives 4.7 / 5.5 eV. Its spin multiplicity is 3. The charge is +1.

---

The following is a quantum chemistry calculation of one molecule with the formula C5H8N2 at a distorted geometry, from the OMol25 dataset.

Each line ends with the Mulliken charge.
Atoms and positions in Å:
C (-2.37, -0.06, -0.32)  -0.8511
N (-1.02, -0.09, 0.16)  0.1190
C (-0.53, -0.58, 1.33)  -0.0092
N (0.78, -0.43, 1.42)  -0.6623
C (1.14, 0.21, 0.25)  0.5702
C (2.55, 0.19, -0.32)  -1.1649
C (0.04, 0.44, -0.51)  -0.5883
H (-2.41, -0.44, -1.34)  0.3212
H (-2.99, -0.68, 0.32)  0.2928
H (-2.73, 0.97, -0.31)  0.3090
H (-1.19, -1.02, 2.06)  0.3457
H (3.31, -0.30, 0.34)  0.3027
H (2.40, -0.43, -1.19)  0.3082
H (3.11, 1.12, -0.52)  0.2972
H (-0.08, 1.09, -1.36)  0.4098

The HOMO energy comes out at -8.44 eV. For the HOMO-LUMO gap, the calculation gives 9.3 eV. As for the SMILES: Cc1cn(C)cn1.

---

The following is a quantum chemistry calculation of one molecule with the formula C4H8FNO at a distorted geometry, from the OMol25 dataset.

Each line ends with the Mulliken charge.
Atoms and positions in Å:
C (-0.40, 0.78, 1.72)  -0.7972
C (-1.90, -1.07, 0.35)  -0.3952
C (1.26, -0.76, -0.83)  -1.1333
C (-0.02, 0.04, -0.66)  0.1071
N (-0.86, -0.19, 0.53)  0.3529
O (0.37, 1.45, -0.67)  -0.5679
F (-1.73, -1.74, -0.80)  -0.1491
H (-0.58, 1.79, 1.39)  0.2841
H (-0.77, 0.33, 2.66)  0.3265
H (1.71, -0.50, -1.83)  0.2719
H (2.05, -0.45, -0.07)  0.2638
H (1.24, -1.83, -0.72)  0.3677
H (-0.84, -0.22, -1.42)  0.4425
H (0.65, 0.42, 1.77)  0.2730
H (-0.17, 1.93, -1.40)  0.3532

The HOMO energy comes out at -8.88 eV. For the HOMO-LUMO gap, the calculation gives 9.5 eV.

---

The following is a quantum chemistry calculation of a 2-piece molecular cluster, C7H9BrO4 overall at a distorted geometry, from the OMol25 dataset.

Each line ends with the Mulliken charge.
Atoms and positions in Å:
C (2.54, 0.71, -0.42)  -0.9615
C (1.66, 1.41, 0.29)  0.3143
C (-0.92, -1.51, 0.58)  -0.5893
C (0.18, -2.08, -0.32)  -0.3859
C (-1.85, -0.90, -0.46)  0.0815
C (-0.82, -0.42, -1.51)  0.4458
C (0.65, 2.05, 0.88)  0.4076
O (0.27, -1.17, -1.44)  -0.3464
O (0.00, 1.40, 1.86)  -0.4652
O (0.03, 3.24, 0.54)  -0.4764
O (-0.96, 0.45, -2.29)  -0.5348
Br (-2.91, 0.52, 0.28)  -0.1178
H (3.50, 0.65, -0.11)  0.3021
H (-1.45, -2.09, 1.34)  0.4434
H (-0.40, -0.80, 1.13)  0.1218
H (1.27, -2.25, 0.09)  0.3002
H (-0.18, -3.15, -0.60)  0.2309
H (-2.53, -1.73, -0.84)  0.3312
H (2.30, -0.04, -1.12)  0.2912
H (-0.82, 1.91, 2.10)  0.3250
H (0.46, 3.81, 0.01)  0.2824

The HOMO energy comes out at -8.31 eV. For the HOMO-LUMO gap, the calculation gives 8.9 eV. As for the SMILES: O=C1OCC[C@H]1Br.C=C=C(O)O.

---

The following is a quantum chemistry calculation of C3H6ClN2O2P as an isolated structure, from the OMol25 dataset.

Each line ends with the Mulliken charge.
Atoms and positions in Å:
C (3.02, -0.06, 0.04)  0.2181
C (1.73, -0.51, 0.48)  -0.3443
C (0.63, -0.04, -0.48)  -0.6390
N (4.04, 0.30, -0.33)  -0.3981
N (-0.66, -0.42, 0.04)  0.0661
O (-1.58, 1.83, -0.10)  -0.4481
O (-3.07, 0.05, 0.68)  -0.4455
P (-2.09, 0.37, -0.58)  0.1845
Cl (-0.94, -2.14, -0.14)  -0.1522
H (1.53, -0.11, 1.48)  0.2672
H (1.73, -1.60, 0.54)  0.2951
H (0.62, 1.05, -0.53)  0.4290
H (0.81, -0.44, -1.49)  0.3289
H (-2.24, 2.51, -0.24)  0.3139
H (-3.54, -0.78, 0.63)  0.3244

The HOMO energy comes out at -9.29 eV. For the HOMO-LUMO gap, the calculation gives 9.7 eV.